# C17H33OTl

C17H33OTl as an isolated structure at a distorted geometry (the ωB97M-V functional and the def2-TZVPD basis, the OMol25 dataset).

Geometry as XYZ:
```
52
Properties=species:S:1:pos:R:3:lowdin_charge:R:1
C 1.52 2.45 -1.60 -0.298
H 2.55 2.97 -1.33 0.042
H 1.58 1.96 -2.57 0.031
H 2.13 1.55 2.81 0.054
C 0.43 3.49 -1.48 -0.388
H -0.60 3.10 -1.69 0.106
H 0.47 3.89 -0.46 0.064
C 0.74 4.69 -2.48 -0.091
H -0.15 5.38 -2.54 0.092
H 1.59 5.28 -2.06 0.084
H 1.00 4.35 -3.51 0.081
C -0.86 -2.28 -0.17 -0.139
C -1.49 -1.46 -1.15 -0.115
C -0.55 -1.18 -2.16 -0.113
C 0.66 -1.79 -1.84 -0.132
C 0.50 -2.48 -0.60 -0.121
C 1.49 -3.31 0.10 0.006
C 1.90 -1.75 -2.65 0.016
C -0.82 -0.39 -3.40 0.028
C -2.92 -1.07 -1.11 0.013
C -1.49 -2.86 1.00 0.004
Tl 1.87 1.76 0.74 1.137
H 2.75 -2.17 -2.09 0.086
H 1.79 -2.34 -3.58 0.127
H 2.14 -0.72 -2.94 0.099
H 2.51 -3.11 -0.30 0.093
H 1.50 -3.10 1.18 0.082
H 1.29 -4.38 -0.03 0.129
H -2.31 -2.23 1.37 0.094
H -1.91 -3.87 0.79 0.133
H -0.76 -2.99 1.83 0.096
H -3.11 -0.24 -1.81 0.096
H -3.59 -1.90 -1.39 0.128
H -3.20 -0.74 -0.10 0.091
H -0.02 0.37 -3.55 0.095
H -0.81 -1.04 -4.30 0.125
H -1.78 0.11 -3.35 0.078
C 1.72 0.30 3.47 -0.182
C 0.51 -0.49 2.93 -0.225
O -0.15 0.26 1.91 -0.312
C -1.31 1.08 2.21 -0.234
C -2.01 0.77 3.52 -0.059
H 2.55 0.04 2.79 0.086
H 2.17 -0.15 4.36 0.129
H 1.31 1.23 3.92 0.136
H 0.88 -1.41 2.43 0.108
H -0.17 -0.78 3.74 0.123
H -0.95 2.12 2.20 0.114
H -2.00 0.98 1.35 0.122
H -1.38 1.02 4.37 0.086
H -2.91 1.37 3.60 0.101
H -2.32 -0.29 3.58 0.093
```

Properties
molecular weight: 457.83 g mol⁻¹
total charge: +2
HOMO (spin up / spin down): -0.5064 / -0.5066 Ha
ΔE to the lowest compared entry with this formula, charge and spin: 4.75 kJ/mol
orbital gap (spin up / spin down): 0.19221 / 0.19514 Eh

***

# C37H45F8N6O3PS

A 5-piece molecular cluster, C37H45F8N6O3PS overall at a distorted geometry (the ωB97M-V functional and the def2-TZVPD basis, the OMol25 dataset).

Geometry as XYZ:
```
101
Properties=species:S:1:pos:R:3:lowdin_charge:R:1
C 4.92 -1.77 0.69 -0.130
O 4.57 -1.51 -0.65 -0.209
C 3.46 -2.29 -1.09 -0.214
C 2.21 -1.90 -0.26 -0.178
C 0.85 -2.16 -1.00 -0.105
C -0.18 -1.14 -0.48 -0.234
C -0.28 -0.96 0.95 -0.059
N -1.09 -0.10 1.51 0.149
C -1.85 0.62 0.62 -0.164
C -2.77 1.60 1.15 -0.155
C -2.78 1.79 2.68 -0.115
C -3.36 0.55 3.39 -0.180
O -4.65 0.20 2.87 -0.106
C -4.62 -0.89 2.00 -0.094
C -5.16 -2.22 2.63 -0.387
F -5.75 -1.96 3.83 0.128
F -6.13 -2.72 1.81 0.123
C -4.07 -3.29 2.90 -0.321
F -3.22 -2.88 3.86 0.153
F -4.72 -4.39 3.43 0.111
C -3.31 -3.82 1.63 -0.341
F -1.99 -3.50 1.77 0.111
F -3.78 -3.31 0.47 0.144
C -3.36 -5.38 1.49 -0.271
F -2.43 -5.69 0.53 0.067
F -4.55 -5.81 1.04 0.113
C -3.59 2.32 0.30 -0.343
P -4.83 3.54 0.89 0.410
S -6.60 2.92 0.31 0.074
C -3.48 2.10 -1.12 -0.049
C -2.60 1.19 -1.63 -0.157
C -2.57 1.05 -3.16 -0.109
C -3.83 0.21 -3.52 -0.243
O -3.77 -0.25 -4.88 -0.090
C -1.75 0.40 -0.77 -0.134
N -0.90 -0.49 -1.38 0.205
H 4.27 -1.25 1.42 0.086
H 5.93 -1.35 0.85 0.095
H 5.01 -2.85 0.93 0.093
H 3.65 -3.38 -1.00 0.109
H 3.31 -2.05 -2.16 0.130
H 2.26 -0.81 -0.09 0.124
H 2.17 -2.37 0.73 0.105
H 0.46 -3.14 -0.67 0.123
H 0.94 -2.12 -2.10 0.116
H 0.36 -1.57 1.60 0.120
H -3.25 2.73 2.99 0.077
H -1.71 1.84 2.97 0.122
H -2.68 -0.31 3.36 0.106
H -3.48 0.81 4.46 0.132
H -5.28 -0.65 1.14 0.153
H -3.62 -1.12 1.59 0.116
H -3.02 -5.89 2.41 0.177
H -4.60 4.82 0.33 -0.016
H -4.87 3.63 2.30 -0.019
H -4.14 2.68 -1.78 0.114
H -2.69 2.04 -3.63 0.122
H -1.66 0.52 -3.48 0.110
H -3.78 -0.69 -2.87 0.125
H -4.77 0.73 -3.26 0.119
H -4.54 -0.83 -4.98 0.101
C -6.08 3.19 -7.06 -0.114
C -5.89 2.71 -8.39 -0.118
C -5.11 1.59 -8.31 -0.142
N -4.81 1.37 -6.99 0.005
C -5.41 2.33 -6.22 -0.144
H -6.65 4.05 -6.76 0.088
H -6.28 3.15 -9.29 0.087
H -4.73 0.93 -9.08 0.103
H -4.25 0.61 -6.64 0.107
H -5.30 2.33 -5.15 0.095
C 5.49 3.50 2.08 -0.113
C 6.22 3.85 0.92 -0.108
C 6.06 2.83 0.01 -0.137
N 5.26 1.88 0.59 0.009
C 4.91 2.28 1.85 -0.148
H 5.41 4.08 2.99 0.074
H 6.80 4.74 0.76 0.092
H 6.44 2.70 -0.98 0.107
H 4.98 1.01 0.16 0.119
H 4.28 1.67 2.47 0.100
C 4.95 -7.64 -1.16 -0.112
C 5.37 -7.60 -2.51 -0.111
C 5.65 -6.29 -2.82 -0.139
N 5.40 -5.54 -1.70 -0.002
C 4.98 -6.35 -0.68 -0.151
H 4.66 -8.51 -0.60 0.090
H 5.47 -8.43 -3.18 0.091
H 5.99 -5.83 -3.73 0.106
H 5.51 -4.54 -1.64 0.127
H 4.73 -5.95 0.28 0.100
C 6.99 7.22 5.49 -0.113
C 5.76 7.80 5.89 -0.114
C 4.85 6.78 6.01 -0.145
N 5.48 5.61 5.69 -0.003
C 6.79 5.87 5.37 -0.150
H 7.92 7.73 5.30 0.090
H 5.57 8.84 6.08 0.089
H 3.81 6.79 6.29 0.103
H 5.05 4.70 5.68 0.138
H 7.45 5.07 5.09 0.105
```

Properties
molecular weight: 836.83 g mol⁻¹
SMILES: COCCCc1cnc2c(CCOCC(F)(F)C(F)(F)C(F)(F)C(F)F)c([PH2]=S)cc(CCO)c2n1.c1cc[nH]c1.c1cc[nH]c1.c1cc[nH]c1.c1cc[nH]c1
HOMO: -0.2960 Ha
orbital gap: 0.26123 Eh

***

# CH5FP2

CH5FP2 as an isolated structure at a distorted geometry (the ωB97M-V functional and the def2-TZVPD basis, the OMol25 dataset).

Geometry as XYZ:
```
9
Properties=species:S:1:pos:R:3:nbo_charge:R:1
C -0.85 -0.10 -1.02 -0.988
F 0.84 1.55 3.05 -0.604
P 0.36 0.74 1.51 0.648
P -0.15 -1.56 -0.09 0.346
H -0.26 0.03 -2.02 0.247
H -0.70 0.85 -0.41 0.229
H -1.99 -0.48 -1.29 0.263
H 1.12 -1.56 -0.65 -0.061
H 1.64 0.54 0.91 -0.081
```

Properties
molecular weight: 98.00 g mol⁻¹
HOMO (spin up / spin down): -0.3221 / -0.3246 Ha
ΔE to the lowest compared entry with this formula, charge and spin: 272.68 kJ/mol
orbital gap (spin up / spin down): 0.26835 / 0.26714 Eh

***

# C19H37N5O16S3

A 8-piece molecular cluster, C19H37N5O16S3 overall at a distorted geometry (the ωB97M-V functional and the def2-TZVPD basis, the OMol25 dataset).

Geometry as XYZ:
```
80
Properties=species:S:1:pos:R:3:lowdin_charge:R:1
O -22.95 -3.78 -4.46 -0.260
S -24.01 -2.95 -3.87 0.737
O -24.55 -1.85 -4.61 -0.225
O -25.16 -4.01 -3.19 -0.210
C -24.82 -4.30 -1.85 -0.202
C -24.46 -2.91 -1.41 -0.183
O -23.52 -2.47 -2.39 -0.204
H -25.69 -4.64 -1.29 0.139
H -24.05 -5.07 -1.78 0.135
H -24.08 -2.83 -0.39 0.139
H -25.35 -2.28 -1.51 0.133
O -25.07 -16.33 8.20 -0.218
S -23.65 -16.40 8.31 0.733
O -22.86 -15.17 8.36 -0.240
O -23.13 -17.57 9.35 -0.196
C -22.35 -18.56 8.78 -0.210
C -22.97 -18.69 7.43 -0.220
O -23.08 -17.34 7.05 -0.209
H -21.39 -18.10 8.53 0.138
H -22.32 -19.55 9.22 0.147
H -23.99 -19.07 7.51 0.133
H -22.38 -19.29 6.73 0.143
O -29.78 -4.11 4.00 -0.257
S -30.80 -4.72 4.87 0.732
O -31.48 -5.91 4.34 -0.260
O -30.15 -5.08 6.33 -0.216
C -30.72 -4.36 7.42 -0.144
C -32.14 -4.02 6.91 -0.170
O -31.86 -3.68 5.56 -0.221
H -30.82 -4.89 8.37 0.139
H -30.14 -3.43 7.40 0.132
H -32.79 -3.27 7.37 0.138
H -32.78 -4.89 6.87 0.127
C -27.48 -9.34 15.10 -0.093
C -28.45 -8.61 15.83 -0.073
C -29.09 -7.56 15.16 -0.144
N -28.94 -7.39 13.81 0.048
C -27.99 -8.16 13.14 -0.129
C -27.26 -9.16 13.75 -0.091
H -26.99 -10.11 15.68 0.097
H -28.61 -8.82 16.88 0.094
H -29.68 -6.88 15.75 0.094
H -27.95 -7.99 12.07 0.094
H -26.58 -9.90 13.35 0.101
C -17.27 -5.93 3.43 -0.026
C -18.64 -5.72 2.88 -0.555
N -19.29 -6.60 2.04 0.145
O -19.28 -4.78 3.41 -0.006
H -16.70 -6.68 2.88 0.066
H -17.30 -6.36 4.44 0.086
H -16.67 -5.02 3.46 0.086
H -20.25 -6.35 1.84 0.106
H -18.89 -7.50 1.82 0.098
C -22.56 -15.09 -0.84 -0.019
C -21.80 -16.14 -1.54 -0.674
N -21.78 -16.12 -2.85 0.168
O -21.23 -16.92 -0.83 0.051
H -21.93 -14.38 -0.32 0.092
H -23.27 -15.40 -0.07 0.090
H -23.19 -14.61 -1.60 0.068
H -22.47 -15.52 -3.27 0.102
H -21.58 -16.99 -3.32 0.122
C -24.91 -8.95 6.01 -0.029
C -24.22 -9.37 4.79 -0.601
N -23.22 -10.28 5.04 0.134
O -24.47 -8.99 3.65 0.038
H -25.06 -9.83 6.64 0.075
H -25.95 -8.66 5.89 0.090
H -24.40 -8.32 6.74 0.092
H -23.09 -10.80 5.89 0.099
H -22.64 -10.49 4.24 0.102
C -30.69 -12.42 8.49 -0.017
C -31.04 -11.27 7.64 -0.623
N -30.51 -11.29 6.45 0.160
O -31.86 -10.36 8.00 -0.024
H -29.91 -12.00 9.12 0.094
H -30.28 -13.27 7.95 0.079
H -31.61 -12.64 9.03 0.096
H -29.89 -12.04 6.20 0.110
H -30.97 -10.69 5.77 0.126
```

Properties
molecular weight: 687.72 g mol⁻¹
SMILES: O=S1(=O)OCCO1.O=S1(=O)OCCO1.O=S1(=O)OCCO1.c1ccncc1.CC(N)=O.CC(N)=O.CC(N)=O.CC(N)=O
HOMO: -0.3523 Ha
orbital gap: 0.35492 Eh

***

# C4H8N2O

One molecule with the formula C4H8N2O at a distorted geometry (the ωB97M-V functional and the def2-TZVPD basis, the OMol25 dataset).

Geometry as XYZ:
```
15
Properties=species:S:1:pos:R:3:nbo_charge:R:1
C -0.88 1.29 0.49 -0.516
C -0.25 0.97 -0.76 0.220
O -0.27 1.71 -1.92 -0.681
C 0.21 -0.30 -0.63 -0.005
N 1.14 -1.03 -1.38 -0.823
C -0.45 -0.74 0.59 0.052
N 0.25 -1.44 1.56 -0.831
H -0.26 1.53 1.35 0.197
H -1.85 1.78 0.50 0.184
H -0.44 2.63 -1.69 0.478
H 1.38 -1.93 -1.00 0.376
H 1.94 -0.51 -1.70 0.379
H -1.50 -1.01 0.53 0.203
H -0.26 -1.71 2.39 0.387
H 1.23 -1.24 1.67 0.381
```

Properties
molecular weight: 100.12 g mol⁻¹
SMILES: C=C(O)/C(N)=C/N
HOMO: -0.2661 Ha
ΔE to the lowest compared entry with this formula, charge and spin: 329.22 kJ/mol
orbital gap: 0.30038 Eh

***

# CH3F2N4

A 2-piece molecular cluster, CH3F2N4 overall at a distorted geometry (the ωB97M-V functional and the def2-TZVPD basis, the OMol25 dataset).

Geometry as XYZ:
```
10
Properties=species:S:1:pos:R:3:nbo_charge:R:1
C -0.73 -0.05 -0.26 0.195
N -3.04 -0.40 0.18 -0.047
N 0.27 -0.27 0.69 -0.182
N -1.93 -0.08 0.03 0.103
N 1.33 -0.76 0.58 0.413
F 1.69 -1.37 -0.61 -0.212
F 2.83 1.06 -0.04 -0.577
H -0.40 0.33 -1.23 0.298
H -3.73 0.17 0.67 0.423
H 3.71 1.36 -0.01 0.584
```

Properties
molecular weight: 109.06 g mol⁻¹
total charge: +1
HOMO: -0.5768 Ha
ΔE to the lowest compared entry with this formula, charge and spin: 0.00 kJ/mol
orbital gap: 0.31881 Eh

***

# C30H40F6N7O8S2

A 5-piece molecular cluster, C30H40F6N7O8S2 overall at a distorted geometry (the ωB97M-V functional and the def2-TZVPD basis, the OMol25 dataset).

Geometry as XYZ:
```
93
Properties=species:S:1:pos:R:3:lowdin_charge:R:1
N 3.55 -1.28 1.25 -0.751
O 3.71 -0.55 2.21 -0.081
O 3.14 -2.39 1.48 -0.092
O 3.91 -0.97 0.15 -0.076
C -2.33 -2.41 6.74 -0.018
C -3.05 -1.42 5.77 -0.294
C -4.62 -1.32 5.84 -0.136
O -5.20 -2.45 5.15 -0.182
C -6.60 -2.37 4.99 -0.113
N -2.42 -0.11 5.76 0.231
H -2.89 0.64 5.28 0.177
H -2.28 0.30 6.67 0.181
H -1.53 -0.13 5.28 0.183
H -2.53 -2.14 7.77 0.089
H -1.27 -2.57 6.55 0.090
H -2.71 -3.44 6.70 0.094
H -2.83 -1.86 4.80 0.152
H -4.97 -0.41 5.36 0.130
H -4.99 -1.38 6.87 0.136
H -6.88 -1.64 4.22 0.092
H -7.27 -2.13 5.81 0.097
H -6.93 -3.31 4.55 0.091
C -5.66 -10.41 0.93 0.053
N -4.94 -9.37 0.13 -0.066
C -5.05 -9.34 -1.22 0.029
C -4.21 -8.56 -1.89 0.036
C -3.36 -7.64 -1.30 -0.142
C -3.41 -7.54 0.10 0.068
C -4.17 -8.44 0.82 0.059
C -2.45 -6.87 -2.10 -0.173
C -1.11 -6.77 -1.89 0.060
C -0.31 -5.80 -2.49 0.051
N -0.79 -5.14 -3.53 -0.095
C -2.11 -5.21 -3.85 0.061
C -2.99 -6.01 -3.06 0.088
C -0.01 -4.13 -4.28 0.058
H -5.74 -11.30 0.31 0.113
H -6.64 -9.94 1.06 0.118
H -5.24 -10.53 1.93 0.113
H -5.66 -10.13 -1.64 0.163
H -4.26 -8.49 -2.97 0.147
H -2.85 -6.75 0.56 0.144
H -4.36 -8.32 1.88 0.154
H -0.78 -7.44 -1.11 0.147
H 0.71 -5.50 -2.29 0.167
H -2.37 -4.62 -4.72 0.146
H -4.04 -6.01 -3.33 0.139
H 0.27 -3.44 -3.48 0.131
H -0.55 -3.72 -5.13 0.110
H 0.73 -4.72 -4.82 0.122
C 9.51 4.89 -6.26 0.048
N 8.72 5.23 -5.06 -0.085
C 8.38 6.52 -4.80 0.035
C 7.62 6.82 -3.69 0.024
C 7.10 5.85 -2.88 -0.098
C 7.43 4.52 -3.19 0.065
C 8.28 4.21 -4.25 0.057
C 6.40 6.23 -1.55 -0.108
C 5.41 5.35 -1.05 0.084
C 4.75 5.71 0.17 0.077
N 5.09 6.91 0.74 -0.082
C 6.03 7.78 0.22 0.065
C 6.72 7.39 -0.91 0.025
C 4.27 7.38 1.84 0.017
H 9.59 3.80 -6.28 0.108
H 10.42 5.49 -6.33 0.121
H 8.87 5.22 -7.07 0.117
H 8.61 7.23 -5.58 0.159
H 7.35 7.87 -3.70 0.142
H 6.97 3.69 -2.66 0.132
H 8.63 3.23 -4.53 0.149
H 5.07 4.54 -1.68 0.131
H 3.92 5.12 0.54 0.157
H 6.18 8.70 0.77 0.158
H 7.52 8.05 -1.20 0.140
H 4.94 7.74 2.63 0.121
H 3.59 6.64 2.23 0.113
H 3.54 8.09 1.43 0.126
C -2.64 6.32 -0.37 -0.673
F -1.85 7.40 0.04 0.064
F -3.39 6.76 -1.42 0.120
F -1.89 5.39 -0.71 0.186
S -3.66 5.74 1.10 0.702
O -3.10 6.49 2.22 -0.325
O -5.02 6.23 0.84 -0.309
N -3.43 3.98 1.18 -0.317
S -4.43 3.44 0.14 0.579
O -5.64 2.75 0.69 -0.350
O -4.68 4.15 -1.14 -0.327
C -3.37 1.92 -0.45 -0.614
F -4.00 0.79 -0.07 0.085
F -3.42 1.94 -1.76 0.122
F -2.06 2.00 -0.01 0.058
```

Properties
molecular weight: 804.81 g mol⁻¹
total charge: +3
HOMO: -0.3795 Ha
orbital gap: 0.07018 Eh

***

# C6H9F3N2O

One molecule with the formula C6H9F3N2O at a distorted geometry (the ωB97M-V functional and the def2-TZVPD basis, the OMol25 dataset).

Geometry as XYZ:
```
21
Properties=species:S:1:pos:R:3:nbo_charge:R:1
C -0.27 -1.38 -0.35 0.376
C -0.91 -0.05 -0.52 -0.203
C 1.81 0.31 0.63 0.197
C -1.96 -0.06 -1.59 -0.606
C 2.27 0.44 2.06 -0.678
C 2.73 0.03 -0.56 0.895
N -0.24 -2.60 -0.51 -0.656
N -0.10 1.12 -0.64 -0.311
O 0.85 1.32 0.37 -0.390
F 2.07 -0.16 -1.69 -0.316
F 3.74 0.89 -0.71 -0.325
F 3.45 -1.09 -0.29 -0.343
H -1.54 -0.09 0.43 0.237
H -2.57 -1.04 -1.49 0.229
H -1.26 -0.08 -2.45 0.204
H -2.70 0.80 -1.68 0.235
H 1.40 0.56 2.64 0.234
H 2.81 1.44 1.97 0.227
H 2.81 -0.47 2.31 0.239
H 0.21 -3.24 0.17 0.395
H 0.25 1.33 -1.53 0.360
```

Properties
molecular weight: 182.15 g mol⁻¹
HOMO (spin up / spin down): -0.2569 / -0.2964 Ha
ΔE to the lowest compared entry with this formula, charge and spin: 485.52 kJ/mol
orbital gap (spin up / spin down): 0.26218 / 0.32518 Eh

***

# C14H13ClN2O2

One molecule with the formula C14H13ClN2O2 (the ωB97M-V functional and the def2-TZVPD basis, the OMol25 dataset).

Geometry as XYZ:
```
32
Properties=species:S:1:pos:R:3:nbo_charge:R:1
O -0.77 -0.75 2.10 -0.631
C -0.36 -1.19 1.04 0.689
N -1.19 -1.77 0.13 -0.620
C -2.60 -1.47 0.16 -0.219
C -2.94 -0.30 -0.80 -0.435
C -1.92 0.78 -0.60 -0.031
C -0.81 0.86 -1.43 -0.212
C 0.23 1.74 -1.16 -0.226
C 0.15 2.55 -0.04 -0.051
Cl 1.47 3.60 0.35 -0.001
C -0.97 2.51 0.79 -0.240
C -1.99 1.63 0.50 -0.134
C 1.06 -1.08 0.65 -0.282
C 1.70 -1.86 -0.35 -0.122
C 2.99 -1.62 -0.70 -0.318
C 3.76 -0.55 -0.10 0.603
O 4.90 -0.24 -0.37 -0.612
N 3.07 0.15 0.89 -0.548
C 1.80 -0.10 1.25 0.138
H -0.81 -1.97 -0.78 0.385
H -2.84 -1.20 1.19 0.236
H -3.17 -2.37 -0.12 0.202
H -2.91 -0.66 -1.83 0.205
H -3.94 0.05 -0.58 0.225
H -0.74 0.23 -2.30 0.211
H 1.09 1.78 -1.80 0.231
H -1.02 3.15 1.65 0.230
H -2.85 1.58 1.16 0.212
H 1.17 -2.68 -0.81 0.212
H 3.50 -2.21 -1.45 0.233
H 3.58 0.90 1.33 0.427
H 1.36 0.51 2.03 0.242
```

Properties
molecular weight: 276.72 g mol⁻¹
SMILES: O=C(NCCc1ccc(Cl)cc1)c1ccc(=O)[nH]c1
HOMO: -0.3148 Ha
ΔE to the lowest compared entry with this formula, charge and spin: 0.00 kJ/mol
orbital gap: 0.33166 Eh

***

# C6H10O

One molecule with the formula C6H10O at a distorted geometry (the ωB97M-V functional and the def2-TZVPD basis, the OMol25 dataset).

Geometry as XYZ:
```
17
Properties=species:S:1:pos:R:3:nbo_charge:R:1
C -2.31 -0.06 -0.05 -0.611
C -0.95 0.57 -0.11 -0.318
C -0.24 1.08 1.03 -0.370
C 0.17 -0.11 -0.62 -0.135
C 1.17 -1.09 -0.19 -0.560
C 2.52 -0.46 -0.34 0.454
O 2.73 0.70 -0.60 -0.516
H -2.97 0.78 0.03 0.215
H -2.34 -0.62 0.90 0.206
H -2.54 -0.71 -0.91 0.224
H -0.96 1.88 -0.27 0.286
H 0.58 1.78 1.04 0.214
H -0.58 0.83 2.02 0.170
H 0.21 -0.02 -1.68 0.177
H 1.18 -1.93 -0.92 0.230
H 1.04 -1.40 0.86 0.237
H 3.31 -1.21 -0.20 0.098
```

Properties
molecular weight: 98.14 g mol⁻¹
HOMO (spin up / spin down): -0.2700 / -0.2783 Ha
ΔE to the lowest compared entry with this formula, charge and spin: 555.25 kJ/mol
orbital gap (spin up / spin down): 0.28968 / 0.30126 Eh